# 1
Entry from the Open Molecules 2025 dataset: 13 unconnected molecules or ions with the total composition C6H39NO12S (ωB97M-V/def2-TZVPD).

- Calculated total energy: -1607.6943 a.u.
- Relative energy (zero: lowest compared OMol25 entry of this formula, charge and spin): 520.03 kJ/mol
- HOMO energy: -9.082 eV
- F_max: 4.8 eV Å⁻¹

```
! RIJCOSX wB97M-V def2-TZVPD def2/J DEFGRID3
* xyz 0 1
C -1.608 -1.042 1.739
N -0.573 0.009 1.785
C 0.786 -0.095 1.146
C 1.262 1.398 1.052
S 3.123 1.574 1.190
C -2.354 -1.010 0.395
C -4.107 -0.166 -1.025
C -3.836 -1.144 0.129
H -1.063 -2.004 1.800
H -2.114 -0.977 2.734
H -0.967 0.948 1.591
H 1.363 -0.624 1.916
H 0.794 -0.829 0.379
H 0.849 1.801 0.142
H 0.868 2.012 1.896
H 3.408 1.406 -0.161
H -1.696 -1.543 -0.206
H -2.253 0.055 0.110
H -3.500 -0.237 -1.924
H -5.066 0.188 -1.286
H -3.593 0.720 -0.512
H -4.522 -0.727 0.874
H -4.141 -2.127 -0.010
H -0.805 1.746 -3.674
H 0.034 0.946 -2.506
O -0.537 1.757 -2.735
H 4.029 -2.305 0.094
H 3.655 -1.050 0.825
O 4.092 -1.341 0.022
H 0.143 0.334 4.511
H 0.257 -0.668 3.344
O 0.748 -0.284 4.078
H 0.014 -2.674 3.888
H 1.449 -2.149 4.116
O 0.942 -2.938 3.693
H -2.539 2.767 0.637
H -1.010 3.134 0.217
O -1.645 2.708 0.736
H 1.019 2.829 -2.733
H 2.048 2.727 -1.690
O 1.670 3.333 -2.246
H 4.621 -0.577 -2.609
H 3.565 -0.878 -1.520
O 3.699 -0.336 -2.363
H -1.492 -0.300 -4.179
H -2.013 1.065 -4.207
O -1.723 0.370 -4.828
H 1.931 -2.922 2.059
H 2.064 -3.489 0.678
O 2.601 -3.151 1.363
H 0.771 -1.364 -1.816
H 0.936 -1.571 -3.340
O 0.287 -1.332 -2.677
H -2.233 2.254 3.231
H -2.582 0.791 3.804
O -2.495 1.703 4.003
H 2.640 1.379 -4.699
H 2.733 0.726 -3.340
O 2.064 1.175 -3.894
*
```

=====

# 2
Entry from the Open Molecules 2025 dataset: HNO3P2 in the gas phase (ωB97M-V/def2-TZVPD).

- Calculated total energy: -963.6432 a.u.
- Relative energy (zero: lowest compared OMol25 entry of this formula, charge and spin): 84.93 kJ/mol
- HOMO energy (alpha / beta): -9.711 / -9.708 eV
- F_max: 4.3 eV Å⁻¹

```
! RIJCOSX wB97M-V def2-TZVPD def2/J DEFGRID3
* xyz 0 1
N 0.516 -0.580 0.030
O 1.268 -1.524 0.149
O -0.844 -0.866 -0.045
O -2.440 1.026 -0.650
P -1.669 0.560 0.496
P 0.843 0.961 -0.252
H 2.326 0.422 0.272
*
```

=====

# 3
Entry from the Open Molecules 2025 dataset: C5H13NO in the gas phase (ωB97M-V/def2-TZVPD).

- Calculated total energy: -328.2494 a.u.
- Relative energy (zero: lowest compared OMol25 entry of this formula, charge and spin): 182.27 kJ/mol
- HOMO energy: -8.863 eV
- F_max: 3.2 eV Å⁻¹

```
! RIJCOSX wB97M-V def2-TZVPD def2/J DEFGRID3
* xyz 0 1
C -0.633 0.012 0.764
C -0.863 -0.527 -0.696
C -2.219 0.032 -1.194
C 0.220 0.224 -1.583
N 0.494 -0.669 1.461
C 1.760 0.024 1.195
O 2.714 -0.309 2.215
H -1.635 0.011 1.214
H -0.450 1.105 0.856
H -0.728 -1.594 -0.798
H -2.315 0.007 -2.275
H -3.078 -0.534 -0.824
H -2.323 0.998 -0.689
H 0.500 1.123 -1.064
H 1.141 -0.352 -1.725
H -0.239 0.414 -2.546
H 0.366 -0.788 2.457
H 1.987 -0.258 0.163
H 1.714 1.111 1.132
H 3.587 -0.030 1.936
*
```

=====

# 4
Entry from the Open Molecules 2025 dataset: 2 unconnected molecules or ions with the total composition C2H3NO3S (ωB97M-V/def2-TZVPD).

- Calculated total energy: -756.5324 a.u.
- Relative energy (zero: lowest compared OMol25 entry of this formula, charge and spin): 377.25 kJ/mol
- HOMO energy (alpha / beta): -9.679 / -9.678 eV
- F_max: 2.9 eV Å⁻¹

```
! RIJCOSX wB97M-V def2-TZVPD def2/J DEFGRID3
* xyz 0 1
C 0.335 1.111 0.336
C 1.385 0.275 0.190
N -0.510 0.906 1.425
O -2.367 -0.556 -0.974
O -0.613 -1.841 -2.057
O -0.766 -0.238 1.675
S -1.393 -1.585 -0.892
H 0.085 1.929 -0.335
H 2.362 0.481 -0.230
H 1.481 -0.483 0.862
*
```

=====

# 5
Entry from the Open Molecules 2025 dataset: a molecular structure, C28H51Cl2N2NaO6Sb (ωB97M-V/def2-TZVPD).

- Calculated total energy: -2981.5681 a.u.
- Relative energy (zero: lowest compared OMol25 entry of this formula, charge and spin): 4.17 kJ/mol
- HOMO energy: -5.209 eV
- F_max: 0.2 eV Å⁻¹

```
! RIJCOSX wB97M-V def2-TZVPD def2/J DEFGRID3
* xyz -1 1
Na -0.099 0.269 -0.117
N -1.684 3.403 1.225
N -0.445 3.582 1.897
C 0.218 2.382 2.345
O 1.066 2.565 3.225
O -0.143 1.310 1.793
H -1.958 4.295 0.833
H -2.413 3.082 1.858
H -0.484 4.233 2.670
C -3.408 2.632 -1.703
C -2.198 1.791 -2.097
C -1.783 2.084 -3.534
O -1.081 2.115 -1.274
C -2.576 0.282 -2.011
O -3.578 -0.077 -2.650
O -1.829 -0.458 -1.307
H -3.166 3.695 -1.788
H -3.701 2.419 -0.672
H -4.249 2.392 -2.351
H -1.559 3.147 -3.645
H -2.583 1.796 -4.216
H -0.888 1.512 -3.789
H -1.377 2.440 -0.395
Cl 2.509 -0.888 1.376
C 3.377 -0.019 0.108
Cl 2.538 1.476 -0.329
H 3.417 -0.652 -0.771
H 4.362 0.240 0.477
C -1.280 -0.516 -7.686
C -0.863 -0.878 -6.287
C 0.303 -0.367 -5.734
C 0.680 -0.650 -4.427
C 1.931 -0.008 -3.893
C -0.139 -1.496 -3.659
C 0.178 -1.813 -2.255
O 1.111 -1.354 -1.617
C -1.318 -2.037 -4.208
C -2.244 -2.923 -3.418
C -1.657 -1.712 -5.512
H -0.489 0.023 -8.208
H -2.166 0.123 -7.665
H -1.532 -1.405 -8.266
H 0.930 0.289 -6.328
H 2.426 0.550 -4.688
H 2.624 -0.747 -3.490
H 1.702 0.674 -3.073
H -0.490 -2.542 -1.780
H -2.628 -2.378 -2.554
H -1.744 -3.834 -3.078
H -3.091 -3.215 -4.037
H -2.580 -2.104 -5.925
C -2.429 -2.355 5.021
C -1.583 -1.529 4.060
C -0.094 -1.702 4.366
C -1.910 -0.044 4.252
Sb -1.794 -1.948 1.896
C -1.000 -4.016 1.698
C -1.211 -4.964 2.873
C 0.500 -3.849 1.443
C -1.617 -4.628 0.439
C -3.966 -2.309 1.670
C -4.500 -3.588 2.308
C -4.676 -1.107 2.293
C -4.263 -2.318 0.169
H -2.156 -2.093 6.053
H -2.291 -3.430 4.904
H -3.491 -2.133 4.905
H 0.106 -1.366 5.392
H 0.516 -1.082 3.704
H 0.236 -2.739 4.289
H -1.651 0.249 5.277
H -2.971 0.168 4.107
H -1.329 0.577 3.567
H -0.705 -4.620 3.775
H -0.796 -5.951 2.624
H -2.267 -5.102 3.111
H 1.018 -3.400 2.292
H 0.696 -3.218 0.572
H 0.957 -4.830 1.258
H -2.665 -4.894 0.577
H -1.074 -5.546 0.176
H -1.556 -3.950 -0.416
H -4.325 -3.627 3.383
H -4.061 -4.480 1.862
H -5.585 -3.648 2.143
H -4.589 -1.100 3.381
H -5.744 -1.144 2.046
H -4.283 -0.161 1.910
H -3.875 -3.215 -0.319
H -3.846 -1.454 -0.352
H -5.351 -2.311 0.018
*
```

=====

# 6
Entry from the Open Molecules 2025 dataset: 12 unconnected molecules or ions with the total composition C23H66F6N2O14S2 (ωB97M-V/def2-TZVPD).

- Calculated total energy: -3474.3121 a.u.
- Relative energy (zero: lowest compared OMol25 entry of this formula, charge and spin): 0.00 kJ/mol
- HOMO energy: -9.244 eV
- F_max: 2.9 eV Å⁻¹

```
! RIJCOSX wB97M-V def2-TZVPD def2/J DEFGRID3
* xyz 0 1
N 0.917 -1.685 1.708
H 1.500 -1.960 2.547
H -0.085 -1.878 1.844
H 1.248 -2.206 0.845
H 0.963 -0.596 1.563
C 3.182 1.423 2.442
F 3.582 1.495 1.214
F 3.213 0.135 2.783
F 3.970 2.095 3.213
S 1.461 2.129 2.572
O 0.984 1.878 3.905
O 1.572 3.522 2.317
N 0.586 1.218 1.447
S 0.446 2.238 0.172
O -0.604 3.173 0.433
O 1.664 2.758 -0.355
C -0.246 1.138 -1.136
F -1.117 0.322 -0.614
F -0.826 1.887 -2.003
F 0.686 0.422 -1.708
O 5.588 1.152 5.323
H 5.460 1.731 4.559
H 5.667 1.753 6.077
O 2.306 -2.010 4.140
H 3.137 -1.930 4.635
H 1.658 -2.339 4.788
O -1.741 -0.087 2.356
H -0.883 0.415 2.156
H -2.010 0.230 3.248
C 0.212 6.348 0.792
C 1.742 6.192 0.799
C 2.284 7.172 -0.256
O 2.323 6.525 2.067
H -0.232 6.260 -0.193
H -0.064 7.286 1.280
H -0.230 5.560 1.418
H 2.034 5.178 0.517
H 3.377 7.297 -0.228
H 1.861 8.171 -0.141
H 2.083 6.785 -1.258
H 1.975 5.895 2.715
C -5.297 -3.853 1.700
C -3.961 -3.264 1.571
C -3.726 -2.838 0.109
O -3.921 -2.071 2.339
H -5.337 -4.823 1.209
H -6.022 -3.152 1.298
H -5.532 -4.016 2.753
H -3.102 -3.888 1.835
H -3.643 -3.752 -0.498
H -2.833 -2.216 0.061
H -4.582 -2.276 -0.264
H -3.030 -1.702 2.217
C 3.456 -1.716 -1.998
C 3.175 -2.913 -1.113
C 3.977 -2.818 0.138
O 1.795 -2.898 -0.764
H 4.425 -1.740 -2.505
H 3.379 -0.777 -1.456
H 2.730 -1.695 -2.819
H 3.372 -3.832 -1.669
H 3.818 -1.849 0.616
H 5.053 -2.895 -0.020
H 3.755 -3.563 0.914
H 1.229 -3.140 -1.527
C -2.620 -0.339 5.770
C -2.212 1.114 5.767
C -1.222 1.501 6.867
O -1.771 1.539 4.461
H -3.188 -0.632 6.660
H -1.729 -0.974 5.688
H -3.333 -0.606 4.981
H -3.117 1.728 5.910
H -1.160 2.593 6.867
H -0.212 1.178 6.581
H -1.536 1.129 7.834
H -0.803 1.720 4.484
C -0.218 -5.468 -1.800
C -0.123 -4.629 -3.065
C -1.076 -5.114 -4.139
O -0.304 -3.192 -2.805
H -1.230 -5.404 -1.369
H 0.360 -5.064 -0.960
H 0.140 -6.479 -1.987
H 0.898 -4.739 -3.467
H -1.241 -4.404 -4.948
H -2.070 -5.235 -3.692
H -0.739 -6.067 -4.544
H -1.253 -3.040 -2.998
C -3.135 -0.062 -4.163
C -3.798 -0.788 -3.000
C -5.311 -0.666 -3.051
O -3.403 -2.214 -3.103
H -3.599 -0.369 -5.102
H -2.050 -0.143 -4.218
H -3.336 1.008 -4.022
H -3.417 -0.433 -2.036
H -5.720 -1.102 -2.136
H -5.716 -1.186 -3.918
H -5.631 0.377 -3.072
H -3.680 -2.703 -2.307
C 2.521 3.667 -6.013
C 2.811 2.267 -5.476
C 1.650 1.689 -4.717
O 3.274 1.398 -6.519
H 3.451 4.072 -6.446
H 2.373 4.417 -5.230
H 1.761 3.638 -6.792
H 3.617 2.514 -4.764
H 1.990 0.814 -4.160
H 0.850 1.382 -5.399
H 1.205 2.402 -4.025
H 4.231 1.500 -6.535
*
```